Formula: C15H27DyN2O4P2
Source: the OMol25 dataset
Level of theory: ωB97M-V/def2-TZVPD

Total charge = +2
LUMO level (spin up / spin down) = -0.2326 / -0.2375 Ha
Highest occupied orbital energy (spin up / spin down) = -15.43 / -15.43 eV
Spin multiplicity = 6

```
51
Properties=species:S:1:pos:R:3:forces:R:3
Dy 0.4615 0.8877 -0.1617 0.4 0.5 -0.1
P 2.3325 -1.1080 0.5104 1.1 -1.6 0.1
C 2.4989 -1.5179 -1.2708 0.3 0.6 -0.1
C 1.1693 -1.6989 -2.0018 -0.1 -0.3 0.0
N 0.0375 -1.0543 -1.5915 0.0 -0.2 0.5
C -1.1764 -1.4264 -2.0805 0.1 -0.1 -0.2
C -1.2697 -2.3555 -3.0949 0.0 -0.4 -0.3
C -0.1194 -2.9379 -3.5888 0.0 0.0 0.0
C 1.1013 -2.6237 -3.0210 0.3 -0.3 -0.1
C -2.4622 -0.8778 -1.5108 0.0 -0.4 0.3
P -2.2598 0.6263 -0.5235 -2.0 0.6 -0.9
H 2.0002 -3.1449 -3.3345 -0.1 0.1 0.0
H -2.2312 -2.6762 -3.4748 0.0 0.2 0.0
H -0.1677 -3.6634 -4.3837 -0.1 -0.1 -0.1
H -3.2230 -0.7192 -2.2926 0.4 0.0 0.2
H -2.9377 -1.5707 -0.7969 0.4 -0.3 -0.3
H 3.1364 -0.6886 -1.6544 -0.4 -0.5 -0.3
H 3.1228 -2.4304 -1.2900 -0.4 0.3 -0.5
H 1.2424 3.7042 -1.8681 0.0 -1.6 0.1
O 1.4089 2.7156 -1.9273 0.8 0.6 -0.4
H 2.1771 2.6129 -2.5520 -1.1 0.2 0.8
H -0.3239 4.2328 0.4029 -0.7 0.1 -1.1
O -0.6994 4.1570 -0.5125 0.1 0.8 0.6
H -1.1923 4.9893 -0.7175 0.7 -0.9 0.4
C -2.6122 1.8350 -1.8508 0.6 0.2 0.0
H -3.6320 1.6947 -2.2526 0.5 0.1 0.2
H -2.4243 2.8559 -1.4841 -0.2 -0.4 -0.3
H -1.8619 1.5769 -2.6155 -0.3 0.5 -0.2
C -3.8385 0.6154 0.3873 0.5 -0.1 1.1
H -3.8280 1.4746 1.0667 -0.2 -0.2 0.0
H -4.7744 0.6300 -0.1877 0.6 0.0 -0.3
H -3.7966 -0.3059 0.9826 -0.3 0.3 0.2
C 2.2129 -2.7889 1.2326 -1.1 0.3 0.2
H 3.1277 -3.3921 1.1044 -0.3 0.5 -0.1
H 1.9676 -2.6667 2.2968 0.1 -0.3 -0.3
H 1.3573 -3.2628 0.7344 0.2 -0.2 0.3
C 4.0580 -0.7606 0.9306 0.0 0.9 -0.1
H 4.0659 -0.4904 1.9963 0.3 0.0 -0.3
H 4.7848 -1.5677 0.7288 -0.5 0.3 0.0
H 4.2903 0.1255 0.3239 0.5 -0.1 0.4
O 0.2614 2.4406 1.3356 0.0 -0.3 1.8
C 0.0802 1.6501 2.3628 -0.4 -1.3 0.1
C -0.0518 1.9549 3.8232 0.2 0.9 -0.2
C -0.3400 0.6290 4.4632 -0.2 -0.2 0.6
C -0.2911 -0.3807 3.3683 0.1 -1.2 -0.1
O -0.4135 -1.5838 3.5027 0.3 1.8 -1.0
N -0.0444 0.3413 2.1455 0.0 0.1 -1.0
H 0.8847 2.3617 4.1866 0.0 0.5 0.1
H -0.8698 2.6494 3.9600 0.1 0.5 0.1
H 0.3615 0.3435 5.2348 0.3 0.0 0.1
H -1.3001 0.5890 4.9600 -0.4 0.0 0.0
```
Positions in Å, forces in eV/Å.

Atomic charges from the Mulliken analysis, expressed in e, are listed below: Dy 0.240; P 0.807; C -1.278; C 0.730; N 0.263; C 0.375; C -0.826; C -0.514; C -0.945; C -1.047; P 1.053; H 0.482; H 0.507; H 0.461; H 0.530; H 0.459; H 0.414; H 0.519; H 0.301; O -0.521; H 0.294; H 0.323; O -0.550; H 0.281; C -1.312; H 0.432; H 0.275; H 0.400; C -1.241; H 0.400; H 0.418; H 0.413; C -1.242; H 0.422; H 0.395; H 0.368; C -1.266; H 0.408; H 0.423; H 0.376; O -0.499; C 0.429; C -0.482; C -0.392; C 0.043; O -0.578; N 0.205; H 0.306; H 0.338; H 0.304; H 0.296

---

Formula: C27H35N10OPbS
Source: the OMol25 dataset
Level of theory: ωB97M-V/def2-TZVPD

Total charge = +3
LUMO level (spin up / spin down) = -0.4210 / -0.4198 Ha
Highest occupied orbital energy (spin up / spin down) = -15.61 / -15.62 eV

```
75
Properties=species:S:1:pos:R:3:forces:R:3
Pb 0.1181 1.0517 0.2034 -0.4 -1.2 -0.1
C 3.3732 2.3931 4.7818 -0.1 0.1 0.1
N 3.2984 1.9850 3.3734 -0.1 0.0 -0.1
C 4.4310 1.2420 2.8192 0.1 -0.1 -0.1
C 2.1826 2.0843 2.6459 0.1 0.1 0.2
N 2.0481 1.5660 1.4523 -0.5 -0.2 -0.8
N 1.1550 2.8154 3.2225 0.1 0.0 0.1
C -0.0703 3.2005 2.7357 0.0 0.1 0.2
N -0.6528 4.1824 3.4326 0.0 -0.1 -0.1
N -0.6491 2.6369 1.7085 0.0 -0.3 -0.7
H 4.4046 2.3303 5.1089 0.0 0.0 0.0
H 2.7720 1.7416 5.4189 0.0 0.0 0.0
H 3.0798 3.4344 4.9339 0.0 0.0 -0.1
H 5.3003 1.4073 3.4449 0.0 0.0 0.0
H 4.6800 1.6037 1.8200 0.0 0.0 0.0
H 4.2310 0.1680 2.7837 0.0 0.0 0.0
H 2.8876 1.1037 1.1239 -0.1 -0.1 0.0
H 1.4076 3.2436 4.0977 0.0 0.0 0.1
H -0.2056 4.6388 4.2116 0.0 0.0 0.0
H -1.5678 4.5231 3.1874 0.0 0.0 0.0
H -1.5705 3.0168 1.5279 0.0 0.0 0.0
C -4.6516 -3.4938 0.8087 0.2 0.0 0.1
C -3.2782 -4.0354 1.1982 -0.4 -0.1 -0.2
N -2.3811 -3.0233 1.7720 0.2 0.3 0.0
C -2.2661 -2.9149 3.2268 0.1 0.4 0.4
C -3.2940 -1.9694 3.8432 -0.1 -0.2 -0.1
C -1.7334 -2.1987 0.9632 -0.1 0.2 -0.5
S -0.5213 -1.1547 1.7322 0.9 1.3 0.1
N -1.8973 -2.2642 -0.3212 -0.1 0.0 -0.6
C -1.6294 -1.4492 -1.3553 -0.1 -1.1 0.5
O -1.3662 -0.2243 -1.2637 0.4 1.4 0.1
C -1.7300 -2.0699 -2.6917 0.1 0.3 0.0
C -1.2318 -1.3739 -3.7966 -0.1 0.0 0.0
C -1.3482 -1.9102 -5.0650 0.0 0.0 0.0
C -1.9739 -3.1397 -5.2387 0.0 0.0 0.0
C -2.4746 -3.8348 -4.1451 0.0 0.0 0.0
C -2.3515 -3.3071 -2.8724 0.0 0.1 0.1
H -5.2441 -4.3070 0.3910 0.0 0.0 0.0
H -4.5648 -2.7062 0.0617 0.0 0.0 0.0
H -5.1853 -3.1054 1.6748 0.0 0.0 0.0
H -2.7807 -4.4543 0.3233 0.0 0.0 0.1
H -3.3850 -4.8218 1.9432 0.1 0.0 0.0
H -1.2548 -2.5565 3.4656 -0.1 -0.3 0.0
H -2.3619 -3.9106 3.6545 0.1 -0.1 -0.1
H -3.2866 -1.0031 3.3373 0.0 0.0 0.0
H -3.0717 -1.8176 4.8987 0.0 0.0 0.0
H -4.2957 -2.3907 3.7720 0.0 0.1 0.0
H -0.7618 -0.4104 -3.6466 0.0 0.0 0.0
H -0.9622 -1.3768 -5.9230 0.0 0.0 0.0
H -2.0716 -3.5573 -6.2320 0.0 0.0 0.0
H -2.9621 -4.7896 -4.2864 0.0 0.0 0.0
H -2.7453 -3.8360 -2.0169 0.0 0.0 0.0
C 5.1864 -1.1702 -1.6192 -0.1 0.0 0.0
C 5.1003 -0.1206 -2.5305 0.1 -0.1 0.0
C 3.9591 0.6481 -2.6000 -0.4 0.2 0.1
C 2.8832 0.3587 -1.7438 1.1 -0.6 -0.2
C 2.9679 -0.7094 -0.8383 -0.3 0.4 -0.2
C 4.1168 -1.4682 -0.7781 0.2 -0.1 0.0
N 1.7105 1.1003 -1.7719 -1.7 0.3 1.4
N 1.4533 1.8914 -2.6630 1.3 -0.2 -0.9
C 0.2771 2.6405 -2.6668 -0.7 0.3 0.2
C 0.0290 3.4129 -3.7900 0.0 -0.1 0.2
C -1.1560 4.1375 -3.8390 0.0 0.0 0.0
C -2.0422 4.0433 -2.7797 0.1 -0.1 0.0
C -1.7056 3.2465 -1.6907 -0.3 0.1 0.2
N -0.5603 2.5789 -1.6303 0.4 -0.4 0.5
H 6.0874 -1.7672 -1.5706 0.0 0.0 0.0
H 5.9294 0.0871 -3.1933 0.0 0.0 0.0
H 3.8724 1.4726 -3.2948 0.1 0.0 0.0
H 2.1033 -0.9571 -0.2295 0.0 -0.1 0.1
H 4.1861 -2.3038 -0.0948 0.0 0.0 0.0
H 0.7486 3.4266 -4.5969 0.0 0.0 0.0
H -1.3792 4.7626 -4.6931 0.0 0.0 0.0
H -2.9790 4.5825 -2.7830 0.0 0.0 0.0
H -2.3792 3.1452 -0.8485 0.0 0.0 0.0
```
Positions in Å, forces in eV/Å.

Atomic charges from the Mulliken analysis, expressed in e, are listed below: Pb 1.353; C -1.027; N 0.113; C -1.069; C 0.625; N -0.321; N 0.023; C 0.646; N -0.367; N -0.322; H 0.311; H 0.392; H 0.428; H 0.287; H 0.444; H 0.389; H -0.192; H 0.003; H 0.174; H 0.208; H 0.086; C -1.003; C -0.692; N 0.029; C -0.898; C -0.927; C 0.826; S -0.176; N -0.168; C -0.067; O -0.587; C 0.694; C -0.278; C -0.782; C -0.418; C -0.793; C -0.104; H 0.370; H 0.261; H 0.327; H 0.399; H 0.399; H 0.472; H 0.403; H 0.213; H 0.398; H 0.324; H 0.329; H 0.433; H 0.423; H 0.447; H 0.305; C -0.563; C -0.669; C -0.399; C 0.273; C 0.048; C -0.924; N 0.911; N -0.626; C 0.189; C -0.515; C -0.452; C -0.784; C -0.281; N 0.146; H 0.463; H 0.438; H 0.496; H 0.455; H 0.491; H 0.570; H 0.457; H 0.459; H 0.474

---

Looking at ΔE to the lowest compared entry with this formula, charge and spin for the records above, in order, we have 27.8, 109.4 kcal per mole.